The following is a DFT calculation (the ωB97M-V functional and the def2-TZVPD basis) of a molecular structure, C29H41Cl2N4O5PPdS in a non-equilibrium geometry.

```
! wB97M-V def2-TZVPD RIJCOSX def2/J DEFGRID3
* xyz -2 1
Pd 0.31 0.21 0.17
Cl -1.24 -4.67 -1.65
C -2.14 -3.44 -0.75
Cl -3.63 -3.04 -1.61
C -1.18 -2.18 -0.47
O -0.28 -2.47 0.31
O -1.47 -1.13 -1.03
H -2.41 -3.91 0.20
C -0.69 -0.28 5.16
C -0.41 -0.77 3.74
C -1.69 -1.23 3.06
P 0.49 0.37 2.53
C 0.19 2.17 3.04
C -1.29 2.44 2.81
C 0.65 2.74 4.38
C 2.28 0.04 3.00
C 2.70 -0.06 4.47
C 2.68 -1.24 2.27
H -1.15 -1.09 5.74
H -1.39 0.55 5.15
H 0.22 0.03 5.67
H 0.26 -1.64 3.78
H -2.41 -0.42 2.96
H -2.16 -2.04 3.62
H -1.45 -1.59 2.06
H 0.75 2.70 2.26
H -1.89 2.04 3.62
H -1.61 1.97 1.88
H -1.50 3.51 2.73
H 0.21 2.21 5.21
H 0.33 3.78 4.45
H 1.73 2.72 4.47
H 2.83 0.87 2.53
H 2.24 -0.94 4.93
H 2.43 0.81 5.05
H 3.78 -0.19 4.52
H 2.38 -2.13 2.83
H 3.76 -1.29 2.12
H 2.19 -1.28 1.30
O -7.62 7.07 -2.89
S -7.04 5.95 -3.64
O -7.44 4.65 -3.13
O -7.13 6.09 -5.09
C -5.25 6.15 -3.30
N -4.80 7.36 -3.62
C -3.54 7.62 -3.32
C -2.72 6.72 -2.68
C -3.26 5.45 -2.42
N -4.54 5.19 -2.76
C -2.51 4.40 -1.77
C -2.83 3.04 -1.93
C -2.08 2.07 -1.29
N -1.06 2.34 -0.45
C -0.79 3.66 -0.26
C -1.44 4.68 -0.90
H -3.17 8.61 -3.59
H -1.69 6.97 -2.43
H -3.67 2.78 -2.55
H -2.27 1.02 -1.43
H -0.08 3.90 0.53
H -1.18 5.71 -0.67
C 2.34 4.25 -1.87
N 1.75 2.98 -1.45
C 1.35 2.17 -2.61
C 2.63 2.26 -0.45
C 3.14 0.95 -0.97
C 4.41 0.82 -1.51
C 4.79 -0.39 -2.07
C 3.89 -1.45 -2.07
C 2.64 -1.32 -1.49
C 2.21 -0.11 -0.92
H 1.69 4.74 -2.59
H 3.31 4.06 -2.33
H 2.48 4.91 -1.01
H 0.84 3.17 -0.96
H 2.22 1.95 -3.23
H 0.59 2.69 -3.17
H 0.93 1.22 -2.21
H 1.98 2.02 0.41
H 3.44 2.94 -0.15
H 5.11 1.65 -1.49
H 5.77 -0.50 -2.51
H 4.18 -2.39 -2.53
H 1.98 -2.17 -1.47
*
```

Summary:
- Frontier orbital gap: 4.14 eV
- Strongest force on any atom: 0.0424 Eh/bohr
- Highest occupied orbital energy: -0.707 eV
- Energy relative to the best compared isomer or geometry (same formula, charge and spin): 2.684 eV

Calculated atomic charges, method Löwdin, unit e: number 1, Pd, carries 0.32; number 2, Cl, carries 0.53; number 3, C, carries -1.04; number 4, Cl, carries 0.53; number 5, C, carries -0.85; number 6, O, carries -0.08; number 7, O, carries -0.09; number 8, H, carries 0.05; number 9, C, carries -0.13; number 10, C, carries -0.52; number 11, C, carries -0.14; number 12, P, carries 0.99; number 13, C, carries -0.54; number 14, C, carries -0.16; number 15, C, carries -0.13; number 16, C, carries -0.54; number 17, C, carries -0.14; number 18, C, carries -0.15; number 19, H, carries 0.07; number 20, H, carries 0.06; number 21, H, carries 0.05; number 22, H, carries 0.10; number 23, H, carries 0.07; number 24, H, carries 0.07; number 25, H, carries 0.03; number 26, H, carries 0.06; number 27, H, carries 0.06; number 28, H, carries 0.04; number 29, H, carries 0.07; number 30, H, carries 0.05; number 31, H, carries 0.07; number 32, H, carries 0.06; number 33, H, carries 0.09; number 34, H, carries 0.06; number 35, H, carries 0.04; number 36, H, carries 0.07; number 37, H, carries 0.07; number 38, H, carries 0.07; number 39, H, carries 0.02; number 40, O, carries -0.39; number 41, S, carries 0.41; number 42, O, carries -0.38; number 43, O, carries -0.39; number 44, C, carries -0.37; number 45, N, carries 0.11; number 46, C, carries -0.13; number 47, C, carries -0.01; number 48, C, carries -0.22; number 49, N, carries 0.18; number 50, C, carries -0.15; number 51, C, carries 0.03; number 52, C, carries -0.09; number 53, N, carries 0.03; number 54, C, carries -0.20; number 55, C, carries -0.02; number 56, H, carries 0.10; number 57, H, carries 0.09; number 58, H, carries 0.12; number 59, H, carries 0.10; number 60, H, carries 0.11; number 61, H, carries 0.10; number 62, C, carries -0.03; number 63, N, carries -0.19; number 64, C, carries -0.04; number 65, C, carries -0.12; number 66, C, carries -0.32; number 67, C, carries -0.10; number 68, C, carries -0.15; number 69, C, carries -0.13; number 70, C, carries -0.12; number 71, C, carries -0.19; number 72, H, carries 0.09; number 73, H, carries 0.10; number 74, H, carries 0.10; number 75, H, carries 0.09; number 76, H, carries 0.11; number 77, H, carries 0.10; number 78, H, carries 0.07; number 79, H, carries 0.07; number 80, H, carries 0.11; number 81, H, carries 0.09; number 82, H, carries 0.08; number 83, H, carries 0.08; number 84, H, carries 0.08

=====

The following is a DFT calculation (the ωB97M-V functional and the def2-TZVPD basis) of a molecular structure, C28H30GeO3PPtSTe in a non-equilibrium geometry.

```
! wB97M-V def2-TZVPD RIJCOSX def2/J DEFGRID3
* xyz -1 1
Pt 0.35 -0.16 0.38
O -0.50 -0.50 -2.51
S 0.57 0.46 -2.70
O 1.22 0.35 -3.98
O 1.49 0.51 -1.53
C -0.28 2.02 -2.61
C 0.06 3.04 -3.48
C -0.61 4.25 -3.42
C -1.63 4.43 -2.49
C -1.96 3.40 -1.62
C -1.29 2.17 -1.66
P -1.71 0.83 -0.45
C -3.24 0.12 -1.16
C -3.21 -1.22 -1.53
C -4.33 -1.82 -2.08
C -5.49 -1.08 -2.27
C -5.53 0.26 -1.91
C -4.41 0.86 -1.36
C -2.33 1.84 0.95
C -3.48 1.49 1.67
C -3.82 2.16 2.84
C -3.02 3.20 3.31
C -1.87 3.55 2.60
C -1.53 2.87 1.44
H 0.85 2.86 -4.20
H -0.34 5.05 -4.10
H -2.16 5.37 -2.44
H -2.74 3.56 -0.89
H -2.30 -1.79 -1.39
H -4.30 -2.86 -2.36
H -6.37 -1.55 -2.70
H -6.43 0.84 -2.05
H -4.44 1.90 -1.07
H -4.11 0.69 1.32
H -4.71 1.87 3.38
H -3.28 3.72 4.22
H -1.24 4.34 2.97
H -0.62 3.14 0.92
Te 0.04 -1.72 2.31
C -1.79 -2.62 1.71
C -1.83 -3.93 1.22
C -3.05 -4.51 0.87
C -4.23 -3.80 1.00
C -4.19 -2.50 1.49
C -2.98 -1.92 1.84
H -0.91 -4.48 1.09
H -3.06 -5.52 0.49
H -5.18 -4.25 0.72
H -5.11 -1.93 1.59
H -2.95 -0.92 2.23
C 4.58 0.54 -0.51
Ge 3.73 -0.46 0.95
C 3.52 -2.33 0.39
C 4.99 -0.43 2.48
C 2.04 0.38 1.49
H 5.45 0.00 -0.89
H 4.92 1.52 -0.15
H 3.87 0.69 -1.32
H 4.48 -2.73 0.05
H 2.80 -2.39 -0.43
H 3.15 -2.95 1.20
H 5.96 -0.83 2.20
H 4.60 -1.03 3.31
H 5.13 0.59 2.84
H 2.09 1.45 1.28
H 1.93 0.27 2.57
*
```

Summary:
- Frontier orbital gap: 6.65 eV
- Strongest force on any atom: 0.0254 Eh/bohr
- Highest occupied orbital energy: -4.080 eV
- Energy relative to the best compared isomer or geometry (same formula, charge and spin): 0.000 eV

Calculated atomic charges, method Löwdin, unit e: number 1, Pt, carries 0.43; number 2, O, carries -0.39; number 3, S, carries 0.44; number 4, O, carries -0.31; number 5, O, carries -0.44; number 6, C, carries -0.26; number 7, C, carries -0.06; number 8, C, carries -0.08; number 9, C, carries -0.08; number 10, C, carries -0.10; number 11, C, carries -0.29; number 12, P, carries 0.98; number 13, C, carries -0.34; number 14, C, carries -0.09; number 15, C, carries -0.08; number 16, C, carries -0.10; number 17, C, carries -0.09; number 18, C, carries -0.10; number 19, C, carries -0.36; number 20, C, carries -0.11; number 21, C, carries -0.08; number 22, C, carries -0.10; number 23, C, carries -0.08; number 24, C, carries -0.10; number 25, H, carries 0.11; number 26, H, carries 0.10; number 27, H, carries 0.10; number 28, H, carries 0.10; number 29, H, carries 0.10; number 30, H, carries 0.10; number 31, H, carries 0.10; number 32, H, carries 0.10; number 33, H, carries 0.10; number 34, H, carries 0.09; number 35, H, carries 0.10; number 36, H, carries 0.10; number 37, H, carries 0.10; number 38, H, carries 0.11; number 39, Te, carries 0.89; number 40, C, carries -0.64; number 41, C, carries -0.16; number 42, C, carries -0.11; number 43, C, carries -0.12; number 44, C, carries -0.11; number 45, C, carries -0.18; number 46, H, carries 0.08; number 47, H, carries 0.09; number 48, H, carries 0.09; number 49, H, carries 0.10; number 50, H, carries 0.06; number 51, C, carries -0.22; number 52, Ge, carries 0.71; number 53, C, carries -0.24; number 54, C, carries -0.24; number 55, C, carries -0.57; number 56, H, carries 0.01; number 57, H, carries 0.01; number 58, H, carries -0.01; number 59, H, carries 0.01; number 60, H, carries 0.01; number 61, H, carries -0.01; number 62, H, carries 0.00; number 63, H, carries 0.01; number 64, H, carries 0.01; number 65, H, carries -0.01; number 66, H, carries -0.08

=====

The following is a DFT calculation (the ωB97M-V functional and the def2-TZVPD basis) of a molecular structure, C46H96F21N9O18S7 in a non-equilibrium geometry.

```
! wB97M-V def2-TZVPD RIJCOSX def2/J DEFGRID3
* xyz 2 1
C 0.38 -0.32 0.30
F 1.16 -1.28 0.84
F 0.87 0.84 0.69
F 0.42 -0.40 -1.02
S -1.47 -0.60 1.01
O -2.35 0.11 0.14
O -1.60 -2.09 1.05
O -1.51 -0.01 2.32
C -6.38 -4.86 -3.09
N -6.24 -3.53 -2.29
C -7.61 -2.86 -1.99
C -5.73 -3.99 -0.90
C -5.30 -2.47 -2.95
C -3.81 -2.86 -3.02
O -3.58 -4.01 -3.80
H -6.48 -4.52 -4.12
H -7.24 -5.47 -2.80
H -5.48 -5.45 -3.25
H -7.45 -2.05 -1.28
H -8.29 -3.56 -1.51
H -8.11 -2.65 -2.94
H -4.78 -4.51 -1.03
H -6.47 -4.54 -0.33
H -5.42 -3.03 -0.48
H -5.46 -1.53 -2.42
H -5.66 -2.26 -3.96
H -3.26 -2.92 -2.08
H -3.33 -2.05 -3.56
H -3.26 -3.72 -4.66
C -5.16 3.37 4.97
N -5.98 3.32 3.64
C -6.33 1.82 3.33
C -7.13 4.34 3.82
C -5.08 3.80 2.45
C -4.86 5.31 2.10
O -4.40 6.00 3.25
H -4.80 4.38 5.15
H -4.42 2.56 5.00
H -5.92 3.15 5.71
H -7.06 1.69 4.13
H -5.43 1.21 3.35
H -6.83 1.63 2.38
H -7.94 3.95 4.44
H -7.52 4.37 2.81
H -6.81 5.31 4.21
H -5.54 3.39 1.55
H -4.15 3.25 2.53
H -5.76 5.78 1.72
H -4.04 5.32 1.38
H -3.67 6.57 3.00
C -1.38 -3.61 5.54
N -2.52 -3.28 6.57
C -2.72 -4.44 7.59
C -2.08 -1.96 7.33
C -3.80 -3.02 5.78
C -5.16 -3.03 6.47
O -5.25 -2.05 7.42
H -0.42 -3.83 6.01
H -1.17 -2.79 4.86
H -1.67 -4.50 4.99
H -1.73 -4.58 8.03
H -3.03 -5.29 7.00
H -3.33 -3.98 8.37
H -1.76 -1.18 6.65
H -1.32 -2.34 8.02
H -2.86 -1.46 7.90
H -3.96 -3.96 5.25
H -3.65 -2.30 4.97
H -5.36 -3.99 6.94
H -6.01 -2.82 5.83
H -6.01 -2.23 7.98
C 4.07 0.34 5.43
C 4.39 0.11 6.94
C 5.87 0.33 7.25
N 6.34 0.10 8.74
C 5.47 0.79 9.78
C 6.27 -1.41 8.85
C 7.75 -1.93 8.63
C 8.66 -0.85 9.22
C 7.85 0.45 8.92
H 4.46 1.19 4.88
H 3.01 0.52 5.29
H 4.25 -0.62 4.94
H 4.07 -0.87 7.29
H 3.80 0.80 7.55
H 6.08 1.39 7.13
H 6.49 -0.33 6.63
H 5.56 1.87 9.73
H 5.88 0.54 10.76
H 4.39 0.68 9.63
H 5.81 -1.72 9.79
H 5.62 -1.82 8.07
H 7.93 -2.93 9.05
H 7.87 -2.07 7.56
H 8.64 -1.02 10.30
H 9.70 -0.79 8.89
H 7.90 0.95 9.89
H 8.11 1.17 8.14
C -0.63 4.08 -3.06
C -0.86 5.23 -4.07
C -0.02 4.99 -5.35
N 0.94 6.21 -5.79
C -0.01 7.31 -6.35
C 1.94 5.83 -6.92
C 3.26 6.43 -6.65
C 3.26 6.69 -5.15
C 1.84 6.71 -4.59
H -1.23 4.21 -2.16
H 0.44 4.19 -2.84
H -0.82 3.03 -3.28
H -0.48 6.01 -3.41
H -1.92 5.38 -4.29
H -0.61 4.64 -6.20
H 0.66 4.15 -5.24
H 0.66 7.78 -7.07
H -0.47 8.00 -5.65
H -0.56 6.62 -6.99
H 1.64 5.96 -7.96
H 2.02 4.75 -6.76
H 3.58 7.32 -7.19
H 4.04 5.71 -6.91
H 3.86 7.52 -4.78
H 3.80 5.86 -4.70
H 1.46 7.72 -4.43
H 1.73 6.25 -3.61
C 0.73 -6.34 0.52
C 1.67 -6.42 -0.77
C 1.05 -6.76 -2.12
N 1.96 -6.29 -3.35
C 2.46 -4.84 -3.32
C 1.17 -6.73 -4.61
C 2.17 -7.25 -5.67
C 3.62 -7.07 -5.11
C 3.27 -7.17 -3.58
H -0.30 -6.31 0.17
H 1.19 -5.52 1.08
H 0.88 -7.15 1.24
H 2.52 -7.05 -0.48
H 1.84 -5.35 -0.77
H 0.05 -6.35 -2.26
H 0.93 -7.85 -2.19
H 3.20 -4.90 -2.53
H 1.63 -4.35 -2.80
H 2.72 -4.46 -4.31
H 0.55 -5.89 -4.94
H 0.53 -7.60 -4.47
H 2.02 -6.77 -6.64
H 2.02 -8.32 -5.85
H 4.02 -6.08 -5.37
H 4.31 -7.75 -5.61
H 4.10 -6.74 -3.04
H 3.19 -8.19 -3.20
C -2.15 9.64 -0.57
F -3.39 9.14 -0.23
F -1.44 8.84 -1.40
F -2.36 10.75 -1.41
S -1.19 10.11 0.93
O 0.14 10.54 0.55
O -1.95 11.22 1.55
N -1.17 8.57 1.76
S 0.29 7.99 1.66
O 0.63 7.54 0.33
O 1.26 8.85 2.30
C 0.18 6.38 2.79
F -0.36 5.42 2.10
F 1.43 6.04 2.96
F -0.53 6.56 3.92
C -3.20 -6.18 -8.31
F -2.42 -7.04 -7.69
F -3.96 -6.85 -9.20
F -3.93 -5.55 -7.37
S -1.96 -4.94 -9.10
O -0.76 -5.76 -9.38
O -2.68 -4.43 -10.27
N -1.66 -3.76 -7.75
S -0.80 -2.71 -8.60
O 0.50 -3.19 -8.85
O -1.41 -1.98 -9.70
C -0.44 -1.23 -7.33
F 0.43 -0.47 -7.90
F -1.52 -0.47 -7.11
F 0.07 -1.73 -6.17
C 6.69 -0.89 -5.35
F 5.80 -0.76 -6.30
F 6.34 -1.84 -4.43
F 7.82 -1.30 -5.97
S 6.95 0.92 -4.56
O 8.14 1.59 -5.07
O 5.72 1.65 -4.81
N 7.53 0.63 -2.91
S 6.09 0.83 -2.20
O 4.94 0.11 -2.73
O 6.43 0.45 -0.83
C 5.61 2.73 -2.15
F 6.72 3.41 -2.54
F 4.53 2.95 -2.94
F 5.24 2.92 -0.84
*
```

Summary:
- Frontier orbital gap: 5.79 eV
- Strongest force on any atom: 0.1061 Eh/bohr
- Highest occupied orbital energy: -10.235 eV
- Energy relative to the best compared isomer or geometry (same formula, charge and spin): 13.584 eV

Results of the Löwdin charge analysis, in e, for atoms 1 through 99: number 1, C, carries -0.63; number 2, F, carries 0.09; number 3, F, carries 0.15; number 4, F, carries 0.13; number 5, S, carries 0.43; number 6, O, carries -0.36; number 7, O, carries -0.42; number 8, O, carries -0.39; number 9, C, carries 0.02; number 10, N, carries -0.30; number 11, C, carries 0.02; number 12, C, carries 0.01; number 13, C, carries -0.06; number 14, C, carries -0.22; number 15, O, carries -0.06; number 16, H, carries 0.10; number 17, H, carries 0.11; number 18, H, carries 0.10; number 19, H, carries 0.10; number 20, H, carries 0.10; number 21, H, carries 0.11; number 22, H, carries 0.10; number 23, H, carries 0.11; number 24, H, carries 0.10; number 25, H, carries 0.13; number 26, H, carries 0.14; number 27, H, carries 0.13; number 28, H, carries 0.14; number 29, H, carries 0.10; number 30, C, carries 0.03; number 31, N, carries -0.30; number 32, C, carries 0.04; number 33, C, carries 0.03; number 34, C, carries -0.08; number 35, C, carries -0.20; number 36, O, carries -0.06; number 37, H, carries 0.10; number 38, H, carries 0.10; number 39, H, carries 0.10; number 40, H, carries 0.10; number 41, H, carries 0.10; number 42, H, carries 0.10; number 43, H, carries 0.10; number 44, H, carries 0.11; number 45, H, carries 0.12; number 46, H, carries 0.12; number 47, H, carries 0.14; number 48, H, carries 0.12; number 49, H, carries 0.14; number 50, H, carries 0.10; number 51, C, carries 0.04; number 52, N, carries -0.30; number 53, C, carries 0.05; number 54, C, carries 0.04; number 55, C, carries -0.10; number 56, C, carries -0.27; number 57, O, carries -0.05; number 58, H, carries 0.10; number 59, H, carries 0.11; number 60, H, carries 0.10; number 61, H, carries 0.10; number 62, H, carries 0.12; number 63, H, carries 0.11; number 64, H, carries 0.11; number 65, H, carries 0.10; number 66, H, carries 0.09; number 67, H, carries 0.13; number 68, H, carries 0.15; number 69, H, carries 0.12; number 70, H, carries 0.14; number 71, H, carries 0.11; number 72, C, carries -0.07; number 73, C, carries -0.23; number 74, C, carries -0.10; number 75, N, carries -0.23; number 76, C, carries 0.02; number 77, C, carries -0.10; number 78, C, carries -0.13; number 79, C, carries -0.12; number 80, C, carries -0.06; number 81, H, carries 0.09; number 82, H, carries 0.07; number 83, H, carries 0.08; number 84, H, carries 0.10; number 85, H, carries 0.10; number 86, H, carries 0.14; number 87, H, carries 0.14; number 88, H, carries 0.11; number 89, H, carries 0.11; number 90, H, carries 0.10; number 91, H, carries 0.13; number 92, H, carries 0.11; number 93, H, carries 0.12; number 94, H, carries 0.11; number 95, H, carries 0.12; number 96, H, carries 0.13; number 97, H, carries 0.12; number 98, H, carries 0.14; number 99, C, carries -0.10

=====

> Among the records above, which one has the lowest strongest force on any atom?

C28H30GeO3PPtSTe